Arrangement a

Molecular formula: C6H11N
Method: DFT, ωB97M-V/def2-TZVPD

Geometry as XYZ:
```
18
C6H11N ωB97M-V/def2-TZVPD
C -2.194 0.744 2.743
C -1.681 0.824 1.515
C -0.364 0.193 1.236
C -0.161 -0.598 0.187
C 1.147 -1.070 -0.364
N 1.047 -1.018 -1.843
C 1.232 0.304 -2.393
H -1.810 0.159 3.571
H -3.152 1.191 2.990
H -2.311 1.396 0.842
H 0.398 0.488 1.960
H -1.049 -0.788 -0.403
H 1.879 -0.321 -0.055
H 1.578 -2.046 -0.143
H 1.712 -1.656 -2.251
H 0.640 0.468 -3.296
H 2.272 0.636 -2.537
H 0.818 1.095 -1.761
```

SMILES ... C=C/C=C/CNC
HOMO ... -8.8 eV
LUMO ... 1.13 eV
Frontier orbital gap ... 0.3629 Ha
Net charge ... 0

Arrangement b

Molecular formula: C6H11N
Method: DFT, ωB97M-V/def2-TZVPD

Geometry as XYZ:
```
18
C6H11N ωB97M-V/def2-TZVPD
C 1.108 1.799 0.132
C -0.225 1.553 0.821
C -0.048 0.911 2.097
N 0.089 0.330 3.075
H 1.541 0.817 -0.137
H 0.961 2.325 -0.807
H 1.790 2.374 0.752
H -0.809 0.834 0.177
H -0.778 2.482 0.957
C 0.320 -0.828 -1.761
C -0.746 -1.113 -1.014
C -0.748 -2.114 0.097
H 0.240 -0.210 -2.640
H 1.274 -1.301 -1.593
H -1.722 -0.742 -1.304
H -1.071 -1.665 1.033
H -1.428 -2.929 -0.137
H 0.253 -2.523 0.251
```

SMILES ... CCC#N.C=CC
HOMO ... -9.9 eV
LUMO ... 0.95 eV
Frontier orbital gap ... 0.3984 Ha
Net charge ... 0

Arrangement c

Molecular formula: C6H11N
Method: DFT, ωB97M-V/def2-TZVPD

Geometry as XYZ:
```
18
C6H11N ωB97M-V/def2-TZVPD
C -0.154 -0.789 -2.447
C 0.436 0.106 -1.353
C -0.014 -0.254 0.073
C -1.483 -0.336 0.142
N -2.639 -0.374 0.169
C 0.515 0.765 1.094
C 0.182 0.422 2.541
H 0.531 -0.885 -3.297
H -1.094 -0.383 -2.818
H -0.363 -1.798 -2.073
H 1.527 0.036 -1.366
H 0.183 1.158 -1.531
H 0.373 -1.251 0.330
H 1.603 0.832 0.961
H 0.104 1.748 0.832
H 0.602 -0.551 2.823
H 0.591 1.175 3.221
H -0.901 0.380 2.696
```

SMILES ... CCC(C#N)CC
HOMO ... -11.4 eV
LUMO ... 0.95 eV
Frontier orbital gap ... 0.4525 Ha
Net charge ... 0

What is the stability order? It is arrangement c, arrangement b, arrangement a, from most stable to least stable.